Record 1
A structure of composition C37H56As3F5O4ReSi, computed with ωB97M-V/def2-TZVPD.

Positions of all 107 atoms, in Å:
Re  0.1014  -0.0416  0.6127
C  -2.7146  -2.5562  1.3394
As  -1.8389  -0.9992  2.0617
C  -1.1442  -1.7906  3.6816
C  -3.2185  0.1534  2.7934
C  -4.1687  0.9395  1.8819
C  -5.0987  1.7202  2.8343
C  -3.4061  2.0081  1.0871
As  -1.7719  1.7584  0.0108
C  -2.2190  1.8825  -1.8677
C  -1.1814  3.5887  0.2509
C  -5.0647  0.0208  1.0276
As  -4.4549  -0.4824  -0.7851
C  -5.6338  -2.0213  -1.0092
C  -5.5109  0.8079  -1.8071
H  -3.1144  -2.3799  0.3479
H  -3.5071  -2.8111  2.0429
H  -1.9855  -3.3627  1.3112
H  -1.9702  -2.3312  4.1425
H  -0.7748  -1.0367  4.3726
H  -0.3459  -2.4842  3.4290
H  -2.7013  0.8434  3.4668
H  -3.8024  -0.5140  3.4335
H  -4.5326  2.3280  3.5434
H  -5.7267  1.0300  3.4001
H  -5.7575  2.3797  2.2670
H  -3.0679  2.7672  1.7977
H  -4.0841  2.5237  0.4012
H  -2.9670  2.6683  -1.9675
H  -2.5869  0.9464  -2.2643
H  -1.3140  2.1873  -2.3912
H  -2.0654  4.2100  0.1096
H  -0.4396  3.8424  -0.4968
H  -0.7911  3.7450  1.2528
H  -6.0404  0.4929  0.8941
H  -5.2557  -0.9078  1.5711
H  -5.2249  -2.8924  -0.4994
H  -5.7155  -2.2478  -2.0709
H  -6.6247  -1.8012  -0.6135
H  -5.1716  1.8269  -1.6249
H  -6.5630  0.7322  -1.5339
H  -5.4019  0.5962  -2.8700
C  0.5372  1.5000  3.3978
O  0.7081  1.6592  1.9700
C  2.0314  2.1980  1.6802
C  1.9908  2.8110  0.3004
O  1.2080  1.9759  -0.5458
C  1.6449  1.9470  -1.9092
H  0.5740  2.4846  3.8616
H  1.3232  0.8642  3.8060
H  -0.4391  1.0591  3.5676
H  2.7407  1.3772  1.7594
H  2.2595  2.9613  2.4241
H  3.0080  2.9097  -0.0844
H  1.5422  3.8052  0.3341
H  1.5891  2.9463  -2.3458
H  0.9810  1.2739  -2.4475
H  2.6678  1.5748  -1.9689
F  -1.9734  -4.2381  -4.5344
C  -1.5329  -3.6599  -3.4275
C  -1.2476  -4.4271  -2.3071
F  -1.4246  -5.7386  -2.3458
C  -0.7833  -3.8283  -1.1509
F  -0.5398  -4.5673  -0.0674
C  -0.5858  -2.4545  -1.0915
O  -0.1194  -1.8933  0.0411
C  -0.8522  -1.7169  -2.2290
F  -0.5355  -0.3979  -2.2160
C  -1.3280  -2.2930  -3.3889
F  -1.5432  -1.5402  -4.4638
C  5.0839  0.3191  1.0175
C  4.8315  -0.9082  0.1325
C  5.0127  -0.4938  -1.3369
C  5.8890  -1.9733  0.4594
Si  3.1059  -1.6430  0.4076
O  1.9534  -0.3571  0.4444
C  2.6588  -2.7298  -1.0330
C  2.3109  -2.1549  -2.2596
C  2.0971  -2.9318  -3.3877
C  2.2207  -4.3139  -3.3088
C  2.5610  -4.9077  -2.1015
C  2.7806  -4.1211  -0.9771
C  2.9832  -2.4667  2.0801
C  2.2646  -1.8849  3.1236
C  2.2502  -2.4282  4.4017
C  2.9421  -3.6017  4.6588
C  3.6522  -4.2136  3.6350
C  3.6819  -3.6466  2.3702
H  6.0874  0.7123  0.8372
H  5.0117  0.0814  2.0829
H  4.3794  1.1239  0.7827
H  5.9377  0.0767  -1.4498
H  4.1928  0.1323  -1.7012
H  5.0737  -1.3612  -1.9962
H  6.8793  -1.5936  0.1926
H  5.7373  -2.8930  -0.1139
H  5.9107  -2.2186  1.5222
H  2.2204  -1.0751  -2.3437
H  1.8421  -2.4645  -4.3315
H  2.0597  -4.9244  -4.1883
H  2.6585  -5.9837  -2.0343
H  3.0286  -4.6134  -0.0455
H  1.7233  -0.9584  2.9448
H  1.7082  -1.9386  5.2025
H  2.9361  -4.0332  5.6510
H  4.1996  -5.1274  3.8265
H  4.2786  -4.1330  1.6090

Properties
- Spin multiplicity: 4
- Energy above the lowest of the compared OMol25 structures with the same formula, charge and spin: 79.8 kJ/mol
- HOMO (alpha / beta): -13.440 / -13.437 eV
- Kohn-Sham gap (alpha / beta): 7.040 / 6.355 eV
- Total charge: +2
- LUMO level (alpha / beta): -6.400 / -7.082 eV

***

Record 2
A cluster of 17 separate species, C37H56BN16O4 in total, computed with ωB97M-V/def2-TZVPD.

Positions of all 114 atoms, in Å:
C  -2.1937  -3.8811  -0.1738
C  -1.4096  -4.4042  -0.9259
C  -0.4564  -5.0558  -1.8283
C  -0.5286  -6.6057  -1.7187
O  -0.0669  -7.0706  -2.9682
B  0.2322  -5.8172  -3.7883
C  0.1437  -6.1087  -5.3692
O  -0.8398  -7.1281  -5.6988
O  -0.1726  -8.3866  -5.4604
O  -0.7024  -4.8104  -3.2031
H  -2.8661  -3.4258  0.5450
H  0.5713  -4.7224  -1.5943
H  0.0698  -6.9736  -0.8724
H  -1.5925  -6.8724  -1.6016
H  1.4162  -5.4562  -3.5184
H  -0.1476  -5.2220  -5.9527
H  1.1198  -6.4602  -5.7010
H  -0.2596  -8.3935  -4.4823
C  3.1764  -8.6003  -3.6591
C  3.4975  -7.5060  -4.5536
N  3.6464  -6.6324  -5.2820
H  4.0853  -9.1109  -3.3421
H  2.6605  -8.2353  -2.7727
H  2.5372  -9.3146  -4.1787
C  4.6526  -5.8804  -0.1964
C  3.4046  -6.5131  -0.5720
N  2.3976  -6.9474  -0.9086
H  4.4987  -5.2634  0.6863
H  5.4042  -6.6417  0.0109
H  4.9888  -5.2432  -1.0123
C  1.6949  -1.0656  0.4637
C  2.2293  -2.3343  -0.0056
N  2.6206  -3.3254  -0.4346
H  2.3722  -0.6125  1.1850
H  1.5724  -0.3890  -0.3805
H  0.7234  -1.2294  0.9283
C  -0.2874  2.9458  0.2084
C  1.0121  2.5723  0.7325
N  2.0063  2.2072  1.1752
H  -1.0321  2.8828  0.9952
H  -0.2576  3.9662  -0.1799
H  -0.5683  2.2711  -0.6002
C  0.9667  6.8608  -2.2024
C  -0.2369  6.1331  -2.5767
N  -1.1868  5.5572  -2.8708
H  0.7676  7.5380  -1.3767
H  1.7433  6.1608  -1.8968
H  1.3224  7.4369  -3.0553
C  -3.8525  1.7160  -1.1768
C  -3.5723  1.9778  0.2223
N  -3.2289  2.2061  1.2964
H  -4.9177  1.8008  -1.3804
H  -3.3127  2.4323  -1.7950
H  -3.5309  0.7076  -1.4358
C  -3.9118  4.1072  -4.9201
C  -4.7493  3.0596  -4.3563
N  -5.3629  2.2191  -3.8690
H  -3.9438  4.0627  -6.0074
H  -4.2692  5.0810  -4.5894
H  -2.8847  3.9791  -4.5782
C  1.5294  6.6832  2.1974
C  1.6300  7.7455  1.2122
N  1.6861  8.5833  0.4276
H  2.5103  6.4029  2.5714
H  0.9143  7.0147  3.0330
H  1.0831  5.7971  1.7492
C  2.1562  2.2527  5.3534
C  2.4276  3.3082  4.3960
N  2.5869  4.1300  3.6113
H  3.1007  1.9334  5.7878
H  1.5063  2.6408  6.1367
H  1.6691  1.4149  4.8570
C  -1.6720  5.3990  3.4657
C  -0.8801  5.1688  4.6655
N  -0.2958  5.0811  5.6523
H  -1.0925  5.9854  2.7553
H  -1.9583  4.4597  2.9972
H  -2.5755  5.9493  3.7166
C  0.5100  -9.9324  -1.3313
C  1.8602  -10.4490  -1.1646
N  2.9516  -10.7965  -1.0706
H  0.1951  -9.4342  -0.4164
H  0.4974  -9.1966  -2.1377
H  -0.1765  -10.7455  -1.5613
C  -1.3224  4.4112  9.0296
C  -2.2326  3.3927  9.5291
N  -2.9594  2.5932  9.9183
H  -1.4932  4.5853  7.9685
H  -1.4777  5.3406  9.5750
H  -0.2914  4.0881  9.1624
C  2.4931  2.7752  -3.5644
C  1.7749  1.7648  -2.8059
N  1.2124  0.9658  -2.2047
H  2.1684  2.7564  -4.6033
H  2.2940  3.7599  -3.1467
H  3.5626  2.5776  -3.5195
C  6.4229  3.8479  6.0713
C  5.6273  2.8051  6.6989
N  4.9730  1.9901  7.1750
H  6.2629  3.8280  4.9945
H  6.1232  4.8204  6.4571
H  7.4784  3.6860  6.2826
C  -5.4049  -1.4873  -5.5398
C  -4.8173  -1.1500  -4.2544
N  -4.3496  -0.8782  -3.2381
H  -4.8141  -1.0479  -6.3414
H  -5.4214  -2.5687  -5.6636
H  -6.4213  -1.1012  -5.5922
C  -6.0251  4.8049  4.1948
C  -5.3410  5.6863  3.2629
N  -4.7840  6.3757  2.5334
H  -5.9999  3.7844  3.8156
H  -5.5330  4.8365  5.1655
H  -7.0608  5.1195  4.3097

Properties
- Spin multiplicity: 1
- HOMO: -4.130 eV
- Kohn-Sham gap: 5.483 eV
- Total charge: -1
- LUMO level: 1.353 eV

***

> The highest spin multiplicity belongs to which entry?

C37H56As3F5O4ReSi

***

> total charge of number 1 (C37H56As3F5O4ReSi)?

+2

***

> Among the records above, which one has the lowest total charge?

C37H56BN16O4

***

> What is the total charge in the second record?

-1